Entry 1:
Here is a molecular structure, C19H15AlClN2O2 from OMol25. Energies are from ωB97M-V/def2-TZVPD.

The geometry in XYZ format:
```
40
Properties=species:S:1:pos:R:3:forces:R:3
Al -0.7077 0.1621 0.2788 -0.4 0.0 -0.1
Cl -5.2810 2.5870 5.0096 0.0 0.0 0.0
C -3.9662 2.2060 3.9592 0.0 0.1 0.1
C -3.0289 3.2011 3.6339 0.0 0.1 0.0
C -1.9608 2.9417 2.8065 0.0 0.1 0.1
C -1.7996 1.6722 2.2510 0.1 -0.1 0.1
O -0.7587 1.4247 1.4698 0.2 0.0 -0.1
C -2.7512 0.6685 2.5694 0.0 -0.2 -0.1
C -2.6674 -0.6298 2.0142 0.1 0.2 0.0
O -1.8619 -0.9863 1.1075 0.0 0.0 0.1
C -3.8250 0.9530 3.4459 0.0 -0.2 0.0
H -3.1561 4.1920 4.0532 0.0 0.0 0.0
H -1.2326 3.7069 2.5739 0.0 0.0 0.0
H -3.3408 -1.4028 2.3849 -0.1 0.0 0.0
H -4.5346 0.1727 3.6962 0.0 0.0 0.0
C 1.6732 -1.7945 0.1294 0.0 0.1 -0.1
N 0.5995 -0.9603 -0.4569 0.1 0.0 0.0
C 0.3289 -1.0700 -1.7396 0.1 0.0 0.0
C -0.6838 -0.2663 -2.2882 0.1 0.0 0.0
C -1.2442 -0.1388 -3.5553 0.0 0.0 0.0
C -2.2088 0.8657 -3.4575 0.0 0.1 0.1
C -2.1984 1.3139 -2.1378 -0.1 0.1 -0.1
N -1.2816 0.6435 -1.4134 0.0 -0.3 -0.1
C 2.9889 -1.6270 -0.5887 0.0 0.0 0.0
C 3.5715 -0.3670 -0.7132 0.0 0.0 0.0
C 4.7821 -0.2175 -1.3692 0.0 0.0 0.0
C 5.4250 -1.3288 -1.9043 0.0 0.0 0.0
C 4.8521 -2.5848 -1.7817 0.0 0.0 0.0
C 3.6337 -2.7323 -1.1270 0.0 0.0 0.0
H 1.3673 -2.8402 0.1015 0.0 0.0 0.0
H 1.7691 -1.5168 1.1769 0.0 0.1 0.1
H 0.8893 -1.7668 -2.3580 0.0 0.0 0.0
H -0.9800 -0.7086 -4.4343 0.0 0.0 0.1
H -2.8376 1.2413 -4.2491 0.0 0.0 0.1
H -2.7904 2.1018 -1.6945 0.0 -0.1 0.0
H 3.0772 0.5026 -0.2922 0.0 0.0 0.0
H 5.2301 0.7639 -1.4594 0.0 0.0 0.0
H 6.3730 -1.2125 -2.4144 0.0 0.0 0.0
H 5.3495 -3.4525 -2.1953 0.0 0.0 0.0
H 3.1871 -3.7167 -1.0318 0.0 0.0 0.0
```
Positions in Å, forces in eV/Å.

## Properties
- LUMO level: -4.39 eV
- Multiplicity: 1
- HOMO-LUMO gap: 7.35 eV
- Largest force on an atom: 0.41 eV Å⁻¹
- Total charge: +1
- Calculated total energy: -46139.7385 eV

Entry 2:
Here is a molecular structure, C19H15AsBF4N3O8OsS from OMol25. Energies are from ωB97M-V/def2-TZVPD.

The geometry in XYZ format:
```
53
Properties=species:S:1:pos:R:3:forces:R:3
Os -0.2839 0.1302 -0.5094 0.3 0.0 0.0
O 4.1550 -0.2198 0.1988 0.0 0.0 -0.1
C 4.4602 -0.0395 -1.0924 0.1 0.0 0.1
C 5.8049 -0.2356 -1.4305 0.0 0.0 0.0
C 6.2398 -0.0571 -2.7212 0.0 0.0 0.0
C 5.3541 0.3301 -3.7334 0.0 0.0 0.0
C 4.0357 0.5335 -3.4171 0.0 0.0 0.0
C 3.5641 0.3504 -2.1055 -0.1 0.1 0.0
C 2.1585 0.5816 -1.8274 0.0 0.0 0.0
O 1.7115 0.2528 -0.6478 -0.1 0.0 0.0
N 1.3449 1.1328 -2.7013 0.0 0.0 0.0
N 0.1259 1.2576 -2.1121 0.0 0.0 -0.1
C -0.7528 2.0656 -2.5975 0.0 0.0 0.0
C -1.9144 2.2144 -1.7629 0.0 0.0 -0.1
C -2.9857 3.0573 -2.0036 0.0 0.0 0.0
C -3.9924 3.1355 -1.0585 0.0 0.0 0.0
C -3.9014 2.3749 0.0977 0.0 0.0 0.0
C -2.8097 1.5489 0.2782 0.0 0.0 0.0
N -1.8408 1.4723 -0.6368 0.0 0.1 0.0
H 3.1997 -0.1482 0.3622 0.0 0.0 0.0
H 6.4786 -0.5354 -0.6396 0.0 0.0 0.0
H 7.2836 -0.2228 -2.9555 0.0 0.0 0.0
H 5.7038 0.4649 -4.7471 0.0 0.0 0.0
H 3.3232 0.8330 -4.1736 0.0 0.0 0.0
H -0.5457 2.6158 -3.5035 0.0 0.0 0.0
H -3.0101 3.6382 -2.9144 0.0 0.0 0.0
H -4.8391 3.7893 -1.2165 0.0 0.0 0.0
H -4.6610 2.4165 0.8638 0.0 0.0 0.0
H -2.6858 0.9398 1.1628 0.0 0.0 0.0
O -3.6969 -2.5702 -0.4929 -0.1 0.0 0.1
As -1.9587 -2.6178 -0.2283 0.1 0.0 0.0
O -1.3271 -3.8743 -0.9966 0.0 0.0 0.0
O -1.6958 -0.9943 -1.0085 0.0 -0.1 0.1
C -1.8622 -2.4234 1.7061 0.1 0.0 0.0
C -3.0516 -2.5673 2.4125 0.0 0.0 0.0
C -3.0595 -2.4662 3.7978 0.0 0.0 0.0
C -1.8840 -2.2197 4.4886 0.0 0.0 0.0
C -0.6894 -2.0814 3.7978 0.0 0.0 0.0
C -0.6814 -2.1895 2.4205 0.0 -0.1 -0.1
S 0.8779 -2.0310 1.5853 -0.1 -0.1 0.0
O 1.4898 -3.3155 1.5233 0.0 0.0 0.0
O 1.6083 -0.9155 2.1068 0.0 0.0 0.0
O 0.3060 -1.6810 0.1866 -0.1 0.1 0.0
H -4.0409 -1.6704 -0.4494 0.0 0.0 -0.1
H -3.9708 -2.7725 1.8817 0.0 0.0 0.0
H -3.9920 -2.5804 4.3344 0.0 0.0 0.0
H -1.8955 -2.1279 5.5663 0.0 0.0 0.0
H 0.2337 -1.8614 4.3178 0.0 0.0 0.0
F 0.3394 1.6102 0.8365 0.1 0.0 -0.1
B -0.3073 1.8828 2.2165 0.0 -0.1 0.1
F -1.0060 0.7062 2.4807 0.0 0.1 0.0
F -1.1628 2.9406 1.9927 0.0 0.0 0.0
F 0.7061 2.1427 3.0680 0.0 0.0 0.0
```
Positions in Å, forces in eV/Å.

## Properties
- LUMO level: -2.00 eV
- Multiplicity: 1
- HOMO-LUMO gap: 6.85 eV
- Largest force on an atom: 0.30 eV Å⁻¹
- Total charge: 0
- Energy above the lowest of the compared OMol25 structures with the same formula, charge and spin: 96.0 kJ/mol
- Calculated total energy: -126489.0248 eV

Entry 3:
Here is a molecular structure, C19H15BBrF4N4O4Sn from OMol25. Energies are from ωB97M-V/def2-TZVPD.

The geometry in XYZ format:
```
49
Properties=species:S:1:pos:R:3:forces:R:3
Sn 0.0736 -0.1289 -0.5597 0.1 0.0 -0.1
O 1.7102 -3.0826 -3.3431 0.0 0.0 0.0
C 1.3429 -2.0700 -2.7839 0.0 0.0 0.0
N 1.3629 -1.7904 -1.4394 0.0 0.0 0.0
C 2.1838 -2.5416 -0.6326 0.0 0.0 0.0
O 3.0767 -3.2905 -0.9718 0.0 0.0 0.0
C 1.9323 -2.3480 0.8470 0.0 0.0 0.0
C 2.5912 -3.1445 1.7686 0.0 0.0 0.0
C 2.3280 -2.9462 3.1129 0.0 0.0 0.0
C 1.4268 -1.9625 3.4899 0.0 0.0 0.0
C 0.8143 -1.2105 2.5037 0.0 0.0 0.0
N 1.0706 -1.4071 1.2141 0.0 0.0 0.0
C 0.7604 -0.9568 -3.6340 0.0 0.0 0.0
C 0.6511 -1.1237 -5.0070 0.0 0.0 0.0
C 0.1399 -0.0782 -5.7539 0.0 0.0 0.0
C -0.2411 1.0921 -5.1108 0.0 0.0 0.0
C -0.1009 1.1723 -3.7366 0.0 0.0 0.0
N 0.3924 0.1622 -3.0229 0.0 0.0 0.0
H 3.2814 -3.8915 1.4058 0.0 0.0 0.0
H 2.8159 -3.5576 3.8615 0.0 0.0 0.0
H 1.1841 -1.7847 4.5279 0.0 0.0 0.0
H 0.0839 -0.4487 2.7396 0.0 0.0 0.0
H 0.9687 -2.0605 -5.4408 0.0 0.0 0.0
H 0.0378 -0.1711 -6.8279 0.0 0.0 0.0
H -0.6419 1.9317 -5.6617 0.0 0.0 0.0
H -0.3660 2.0571 -3.1722 0.0 0.0 0.0
Br -0.6334 4.6582 1.8188 0.0 0.0 0.0
C -1.9115 3.2546 2.0763 0.0 0.0 0.0
C -2.8043 3.3633 3.1286 0.0 0.0 0.0
C -3.7058 2.3215 3.2960 0.0 0.0 0.0
C -3.6747 1.2500 2.4186 0.0 0.0 0.1
C -2.7364 1.2645 1.3983 0.0 0.0 0.0
N -1.8555 2.2561 1.2286 0.0 0.0 0.1
H -2.7822 4.2200 3.7858 0.0 0.0 0.0
H -4.4183 2.3485 4.1112 0.0 0.0 0.0
H -4.3283 0.3946 2.5131 0.0 0.0 0.0
H -2.6735 0.4385 0.7010 0.0 0.0 0.0
F -4.2007 -1.7285 1.5945 0.0 0.0 0.0
B -2.8928 -2.2136 1.3922 0.1 0.0 -0.1
F -2.8348 -3.5883 1.6036 0.0 0.0 0.0
F -2.0174 -1.5473 2.2919 0.0 0.0 0.0
F -2.4846 -1.9058 0.0708 0.0 0.0 0.0
C 2.9176 3.0917 -0.0519 0.0 0.0 0.0
C 1.8238 2.1855 -0.5729 0.0 0.0 0.0
O 0.9509 2.6100 -1.3235 0.0 0.0 0.0
O 1.8746 0.9654 -0.1352 0.0 0.0 0.0
H 3.0256 3.9586 -0.6992 0.0 0.0 0.0
H 3.8574 2.5502 0.0374 0.0 0.0 0.0
H 2.6253 3.4325 0.9434 0.0 0.0 0.0
```
Positions in Å, forces in eV/Å.

## Properties
- LUMO level: 2.34 eV
- Multiplicity: 1
- HOMO-LUMO gap: 8.15 eV
- Largest force on an atom: 0.11 eV Å⁻¹
- Total charge: -1
- Energy above the lowest of the compared OMol25 structures with the same formula, charge and spin: 0.0 kJ/mol
- Calculated total energy: -121529.3062 eV

Entry 4:
Here is a molecular structure, C19H15BiBrNO5S3Se from OMol25. Energies are from ωB97M-V/def2-TZVPD.

The geometry in XYZ format:
```
46
Properties=species:S:1:pos:R:3:forces:R:3
Bi -0.6595 -0.3355 1.5827 -0.1 0.0 0.1
C -0.1895 4.5252 -1.6183 -0.1 0.0 0.0
C 0.5705 3.3383 -1.1073 0.0 0.0 0.0
C 1.8355 2.9951 -1.5741 0.0 0.0 -0.1
C 2.4738 1.8457 -1.1357 0.0 0.0 0.0
C 1.8104 1.0621 -0.2115 -0.1 0.0 0.1
Br 2.4375 -0.5882 0.4324 0.2 0.0 -0.1
N 0.6123 1.3869 0.2608 0.1 -0.2 -0.1
C -0.0009 2.4863 -0.1755 0.0 0.0 0.0
H 0.4802 5.2671 -2.0506 0.0 0.0 0.0
H -0.7636 4.9964 -0.8206 0.0 0.0 0.0
H -0.9024 4.2138 -2.3857 0.0 0.0 0.0
H 2.3212 3.6254 -2.3093 0.0 0.0 0.0
H 3.4417 1.5484 -1.5113 0.0 0.0 0.0
H -1.0035 2.6531 0.2041 0.0 0.0 0.0
O -2.1490 0.2334 0.2597 0.0 0.1 0.1
C -2.5890 -0.0375 -1.0584 0.0 -0.1 -0.1
C -3.7778 -0.9813 -0.9641 -0.1 0.1 0.1
C -3.8488 -2.1194 -0.2144 0.1 0.0 0.0
C -5.0724 -2.8174 -0.3958 0.0 -0.1 0.0
C -5.8968 -2.1962 -1.2824 -0.1 0.1 0.1
S -5.2205 -0.7384 -1.8604 0.1 -0.1 -0.2
C -3.0095 1.3070 -1.6467 0.0 0.0 0.1
C -3.5718 2.3423 -0.9556 0.0 -0.1 0.0
C -3.9599 3.4225 -1.7931 0.0 0.0 0.0
C -3.6840 3.1806 -3.1047 0.0 0.1 0.0
S -2.9372 1.6598 -3.3251 0.0 0.0 0.0
C -1.4963 -0.6792 -1.9084 0.0 0.1 0.0
C -0.3511 -0.0889 -2.3743 -0.1 0.1 0.1
C 0.4860 -0.9815 -3.0846 0.0 -0.1 -0.1
C -0.0598 -2.2287 -3.1707 0.0 0.0 0.0
S -1.5629 -2.3245 -2.3812 0.0 0.0 -0.1
H -3.0449 -2.4626 0.4267 -0.1 0.0 -0.1
H -5.3210 -3.7398 0.1095 0.0 0.0 0.0
H -6.8798 -2.5020 -1.6044 0.0 0.0 0.0
H -3.7276 2.3041 0.1135 0.0 0.0 0.0
H -4.4300 4.3286 -1.4363 0.0 0.0 0.0
H -3.8778 3.8195 -3.9527 0.0 0.0 0.0
H -0.1383 0.9642 -2.2383 0.0 -0.1 0.0
H 1.4382 -0.7164 -3.5211 0.0 0.0 0.0
H 0.3529 -3.0987 -3.6574 0.0 0.0 0.0
O 1.8712 -3.3989 1.2455 0.0 0.1 0.0
Se 0.3812 -3.1747 1.7942 0.1 -0.2 -0.1
O 0.3206 -2.0040 2.9761 0.0 0.1 0.2
O -0.4837 -2.1789 0.6265 0.0 0.2 -0.1
O -0.5070 -4.4655 2.0828 -0.1 0.0 0.0
```
Positions in Å, forces in eV/Å.

## Properties
- LUMO level: -1.01 eV
- Multiplicity: 1
- HOMO-LUMO gap: 7.69 eV
- Largest force on an atom: 0.26 eV Å⁻¹
- Total charge: 0
- Energy above the lowest of the compared OMol25 structures with the same formula, charge and spin: 50.5 kJ/mol
- Calculated total energy: -205405.0177 eV